Record 1
27
Properties=species:S:1:pos:R:3:forces:R:3:lowdin_charge:R:1 method="wB97M-V/def2-TZVPD" relative_energy_ev=0.979 total_charge=0 e_homo_ev=-7.9366 largest_force_ev_per_a=3.0 smiles=Cc1c[nH]c2ccccc12.CC mol_weight_da=161.248 e_lumo_ev=0.921 orbital_gap_ev=8.86
C 0.29870 2.98471 0.79187 -2.03 0.32 1.78 -0.16
C -0.86732 3.85835 1.33227 0.15 0.39 -0.18 -0.18
H 1.14079 3.30428 1.40138 0.61 -0.11 -0.76 0.06
H 0.04351 1.97433 1.11629 0.38 -0.25 -0.59 0.06
H 0.31545 3.09322 -0.28205 0.74 -0.13 -0.08 0.05
H -1.81472 3.75877 0.79639 0.20 -0.12 -0.20 0.06
H -0.55885 4.90558 1.27598 -0.26 0.06 0.01 0.06
H -1.10420 3.65091 2.37486 0.20 -0.09 0.11 0.06
C -2.33421 -2.70184 0.02726 -0.25 -0.05 -1.26 -0.05
C -0.15074 -1.36456 -0.64548 1.05 0.69 -0.89 -0.13
C -0.86926 -2.42312 0.00565 -0.33 -0.70 0.28 -0.24
C 1.21859 -1.62122 -0.47440 1.10 -0.96 2.62 -0.20
C 0.04965 -3.22841 0.58972 1.04 0.19 -0.06 -0.07
C 0.65447 0.68545 -1.59353 -0.89 0.00 -2.04 -0.15
C 1.99521 0.41909 -1.33955 -0.14 -0.49 0.52 -0.09
C -0.40624 -0.16052 -1.33205 -0.30 -0.74 0.71 -0.02
C 2.30467 -0.76417 -0.67482 -1.02 0.75 -0.38 -0.01
N 1.35189 -2.78644 0.32538 -1.12 0.56 -0.92 0.06
H 0.44049 1.48776 -2.29756 0.00 0.31 0.48 0.10
H 2.68212 1.17052 -1.69655 0.48 -0.14 0.35 0.10
H -1.42703 0.06385 -1.60954 0.03 0.38 -0.10 0.11
H 3.23459 -0.98071 -0.17217 0.37 -0.11 -0.49 0.11
H -2.89357 -1.78374 -0.14366 -0.19 0.08 0.51 0.07
H -2.66163 -3.25401 0.90227 0.00 0.30 0.27 0.07
H -0.06630 -4.16553 1.10899 -0.27 0.07 0.19 0.12
H 2.05247 -2.79462 1.04327 0.23 -0.27 0.00 0.13
H -2.62855 -3.32792 -0.83023 0.20 0.04 0.10 0.08

---

Record 2
27
Properties=species:S:1:pos:R:3:forces:R:3:lowdin_charge:R:1 method="wB97M-V/def2-TZVPD" relative_energy_ev=0.688 total_charge=0 e_homo_ev=-7.7891 largest_force_ev_per_a=2.6 smiles=Cc1c[nH]c2ccccc12.CC mol_weight_da=161.248 e_lumo_ev=0.952 orbital_gap_ev=8.74
C 1.29309 -3.51173 2.28286 0.40 0.37 0.07 -0.16
C 1.93171 -2.93382 0.99218 -0.23 -1.01 0.41 -0.16
H 0.20431 -3.52550 2.29744 0.00 0.16 -0.18 0.06
H 1.62686 -4.53003 2.43483 -0.02 -0.28 0.07 0.05
H 1.62679 -2.95028 3.15451 -0.07 0.01 0.11 0.05
H 1.15947 -2.85044 0.22519 0.34 0.33 -0.10 0.06
H 2.67557 -3.66820 0.65633 -0.11 0.34 -0.20 0.06
H 2.45854 -1.99685 1.16824 -0.30 0.03 -0.16 0.04
C -2.85960 2.08599 -2.15307 -0.22 -0.01 0.87 -0.05
C -0.27322 1.22352 0.40526 -1.08 -0.15 1.35 -0.21
C -0.65448 1.40400 -0.89473 -1.86 0.48 -1.72 -0.15
C -2.03020 1.93273 -0.91568 0.94 -0.30 0.16 -0.22
C -2.35714 2.11841 0.38812 0.02 -0.14 0.27 -0.07
C 1.82130 0.46366 -0.32024 0.43 -0.26 -0.88 -0.10
C 0.93137 0.58681 0.71134 -0.60 0.93 0.46 -0.04
C 1.47079 0.70777 -1.71358 0.22 -0.77 2.41 -0.07
C 0.17489 1.07346 -1.97340 0.66 0.36 -0.39 -0.04
N -1.35200 1.64761 1.21295 1.33 -0.46 -0.50 0.07
H 2.81775 0.14293 -0.02848 -0.03 -0.20 -0.49 0.09
H 1.08104 0.28867 1.74734 0.58 0.07 -0.24 0.11
H 2.21272 0.44095 -2.45018 -0.11 0.24 -0.26 0.09
H -0.14440 1.19870 -3.00300 -0.17 -0.03 0.12 0.11
H -1.29436 1.76813 2.20971 -0.10 0.04 -0.16 0.14
H -3.22548 2.54630 0.86223 -0.18 -0.03 -0.22 0.12
H -3.47139 1.19310 -2.29231 0.37 -0.26 -0.41 0.08
H -2.20815 2.29343 -3.00056 -0.38 0.01 -0.16 0.07
H -3.61577 2.85068 -2.00330 0.15 0.50 -0.23 0.07

---

Record 3
27
Properties=species:S:1:pos:R:3:forces:R:3:lowdin_charge:R:1 method="wB97M-V/def2-TZVPD" relative_energy_ev=1.044 total_charge=0 e_homo_ev=-7.7861 largest_force_ev_per_a=1.9 smiles=Cc1c[nH]c2ccccc12.CC mol_weight_da=161.248 e_lumo_ev=0.914 orbital_gap_ev=8.70
C -1.00491 -0.30376 1.85099 -0.94 0.20 -1.21 -0.05
C 1.29171 -0.20103 0.52246 0.33 0.90 -0.38 -0.16
C 0.14472 -0.85285 1.06288 -0.11 -1.75 0.81 -0.22
C 2.38053 -1.09273 0.53503 -0.15 0.18 -0.26 -0.20
C 0.52790 -2.16133 1.24861 0.77 0.45 0.08 -0.06
C 1.47983 1.12181 0.08012 -0.65 -0.14 0.98 -0.03
C 2.75130 1.59751 -0.06594 1.34 -0.51 0.52 -0.10
C 3.87362 0.72112 0.10396 -1.62 0.91 0.53 -0.10
C 3.69157 -0.62964 0.33072 0.49 0.34 -0.72 -0.03
N 1.86411 -2.30075 0.93077 0.27 -0.24 -0.23 0.07
H 0.58979 1.74283 0.07413 0.23 0.28 -0.22 0.11
H 3.00255 2.64706 -0.13232 -0.40 0.11 -0.37 0.09
H 4.80735 1.23314 0.29782 0.41 -0.47 -0.70 0.10
H -1.64008 -1.10322 2.23502 0.40 -0.19 0.29 0.07
H -1.73456 0.24519 1.23640 0.44 0.43 0.16 0.06
H 0.05837 -2.99362 1.74690 -0.34 0.11 -0.07 0.12
H 2.37178 -3.16119 0.93257 0.08 -0.19 0.08 0.15
H 4.60381 -1.20770 0.22988 -0.32 -0.58 0.62 0.10
H -0.62224 0.30611 2.66538 -0.22 0.16 0.06 0.08
C -3.67218 0.18664 -2.40115 -0.47 -1.49 0.10 -0.18
C -3.46300 1.43267 -1.59381 1.42 1.08 0.19 -0.18
H -3.53650 0.22906 -3.48366 -0.40 0.67 0.04 0.06
H -3.02012 -0.66318 -2.16497 0.31 0.43 0.54 0.06
H -4.65691 -0.21752 -2.14120 -0.12 0.09 -0.55 0.06
H -3.56019 1.29034 -0.51458 -0.23 -0.24 -0.13 0.06
H -4.07629 2.28825 -1.86857 -0.51 -0.26 -0.14 0.06
H -2.45198 1.84679 -1.71747 0.02 -0.29 -0.03 0.06

---

Record 4
27
Properties=species:S:1:pos:R:3:forces:R:3:lowdin_charge:R:1 method="wB97M-V/def2-TZVPD" relative_energy_ev=0.926 total_charge=0 e_homo_ev=-7.8181 largest_force_ev_per_a=2.6 smiles=Cc1c[nH]c2ccccc12.CC mol_weight_da=161.248 e_lumo_ev=0.931 orbital_gap_ev=8.75
C -3.25565 0.77135 -1.70877 0.24 0.20 0.31 -0.04
C -0.44285 -0.57110 0.26559 -0.13 -1.11 1.22 -0.22
C -1.06102 -0.30071 -0.95976 1.44 -1.45 0.58 -0.15
C -2.22567 0.43074 -0.67646 -0.77 0.86 0.05 -0.25
C -2.25232 0.64176 0.67889 -0.39 -0.26 -0.08 -0.05
C 0.64494 -1.44781 0.40582 -0.61 0.50 -0.40 -0.06
C 1.22953 -1.94321 -0.73691 -0.39 -0.80 0.49 -0.10
C -0.44996 -0.90976 -2.07400 -0.03 1.65 -1.81 -0.04
C 0.71775 -1.61900 -2.01649 0.34 -0.15 1.06 -0.09
N -1.24702 -0.09180 1.29275 0.36 1.01 -1.40 0.09
H -1.05853 -0.14723 2.27290 0.13 0.17 0.12 0.14
H 0.93554 -1.68145 1.41583 0.35 -0.47 -0.02 0.10
H -2.90233 1.31382 1.22936 -0.06 -0.48 0.06 0.12
H 1.89791 -2.78493 -0.60880 0.65 0.38 -0.21 0.10
H -0.76240 -0.59658 -3.07304 -0.33 -0.28 0.18 0.11
H -3.01024 1.67423 -2.27513 0.06 -0.23 -0.17 0.08
H -4.21394 0.94343 -1.23784 -0.30 0.01 0.05 0.07
H 1.29700 -1.90278 -2.89503 -0.54 -0.11 0.09 0.10
H -3.34109 -0.10106 -2.36228 -0.13 0.31 -0.19 0.08
C 2.47299 1.38807 0.90027 -0.90 -0.60 2.36 -0.11
C 2.37665 0.75853 2.38850 0.66 -0.29 -2.50 -0.12
H 3.48601 1.69107 0.77468 0.69 0.19 -0.60 0.04
H 2.12497 0.63823 0.21100 0.46 -0.33 -0.41 0.03
H 1.81682 2.22729 0.73294 -0.20 0.46 0.26 0.05
H 1.64411 -0.04316 2.35306 -0.44 0.41 0.49 0.01
H 2.26751 1.45673 3.19998 -0.26 0.23 0.16 0.05
H 3.31131 0.20533 2.50293 0.11 0.17 0.33 0.06

---

Record 5
27
Properties=species:S:1:pos:R:3:forces:R:3:lowdin_charge:R:1 method="wB97M-V/def2-TZVPD" relative_energy_ev=0.610 total_charge=0 e_homo_ev=-7.8863 largest_force_ev_per_a=1.6 smiles=Cc1c[nH]c2ccccc12.CC mol_weight_da=161.248 e_lumo_ev=0.917 orbital_gap_ev=8.80
C -4.65401 0.14387 1.35161 1.25 0.18 0.15 -0.18
C -4.45057 -0.61077 0.04157 -0.84 -0.39 0.26 -0.17
H -5.63241 0.11128 1.81493 -0.29 0.05 -0.31 0.06
H -3.95011 -0.25212 2.08357 -0.10 -0.26 0.21 0.06
H -4.29941 1.17268 1.24192 -0.46 0.12 -0.05 0.06
H -3.38828 -0.71902 -0.15559 0.04 0.07 -0.25 0.05
H -4.96669 -0.14040 -0.79248 0.22 0.23 -0.13 0.06
H -4.88740 -1.61346 0.09241 0.20 -0.01 0.12 0.06
C -0.03298 0.68102 -2.14866 0.00 1.54 0.56 -0.04
C 3.04941 -0.15805 -0.21465 0.05 0.24 -0.36 -0.22
C 1.70978 0.26217 -0.23495 -0.08 -0.61 -0.05 -0.14
C 1.35754 0.53445 -1.61227 -0.04 -1.24 -0.05 -0.22
C 2.47267 0.24692 -2.34107 0.58 1.35 -0.05 -0.07
C 2.89816 -0.62554 2.10855 0.41 -0.04 -0.20 -0.10
C 3.67013 -0.57135 0.95474 -0.01 0.37 0.87 -0.03
C 1.56870 -0.20039 2.11894 -0.13 -0.20 -0.30 -0.10
C 0.97367 0.22313 0.94804 -0.30 0.59 0.11 -0.03
N 3.52958 -0.12828 -1.52299 -0.08 -0.02 0.97 0.06
H 3.38476 -1.02611 2.98893 -0.18 0.25 0.21 0.10
H 4.73649 -0.71729 1.09719 -0.07 -0.38 -0.58 0.11
H 0.98013 -0.20381 3.02169 0.04 -0.09 0.21 0.10
H -0.04115 0.61359 0.97454 0.04 -0.22 -0.07 0.11
H 4.48312 0.17923 -1.63010 -0.01 -0.22 -0.57 0.15
H 2.69666 0.47414 -3.37588 -0.29 -0.38 -0.03 0.12
H -0.28696 1.74600 -2.25377 0.15 -0.07 -0.31 0.08
H -0.80344 0.36612 -1.44169 0.20 -0.62 -0.14 0.06
H -0.11738 0.21200 -3.11455 -0.29 -0.24 -0.20 0.07

---

Record 6
27
Properties=species:S:1:pos:R:3:forces:R:3:lowdin_charge:R:1 method="wB97M-V/def2-TZVPD" relative_energy_ev=0.600 total_charge=0 e_homo_ev=-7.8765 largest_force_ev_per_a=1.3 smiles=Cc1c[nH]c2ccccc12.CC mol_weight_da=161.248 e_lumo_ev=0.937 orbital_gap_ev=8.81
C -1.14380 2.38797 2.58326 0.19 -0.18 -0.35 -0.05
C -1.15755 -0.84195 0.71926 0.71 0.22 -0.32 -0.22
C -1.08460 0.55677 0.75623 -0.33 0.49 0.62 -0.15
C -1.26826 0.96631 2.14613 0.42 -0.19 -1.16 -0.22
C -1.36340 -0.18870 2.84662 0.28 0.42 0.52 -0.07
C -0.71114 -0.73646 -1.60876 -0.02 -0.23 0.02 -0.11
C -1.06558 -1.49545 -0.50778 0.37 -0.06 0.04 -0.03
C -0.61092 0.66422 -1.59290 0.66 -0.84 0.71 -0.09
C -0.82460 1.31449 -0.38456 -0.99 0.01 -0.65 -0.03
N -1.18050 -1.28305 2.02342 -0.97 -0.48 -0.51 0.07
H -0.45718 -1.31466 -2.48316 -0.15 0.22 -0.42 0.09
H -1.17158 -2.56331 -0.64980 0.07 -0.06 0.30 0.10
H -0.18444 1.13504 -2.46434 -0.46 0.42 -0.14 0.09
H -1.03607 2.37736 -0.37044 0.70 0.17 0.13 0.11
H -1.41925 -2.23353 2.24630 -0.04 0.09 0.26 0.15
H -1.47850 -0.29775 3.91087 0.07 -0.18 0.10 0.12
H -2.06319 2.93801 2.41750 -0.42 0.06 0.66 0.08
H -0.46396 2.92949 1.92247 0.37 -0.26 0.05 0.07
H -0.72965 2.42840 3.58835 -0.42 0.38 0.13 0.08
C 3.98524 -1.09348 -3.60346 0.24 0.84 -0.04 -0.17
C 4.12197 -0.24998 -2.33054 -0.38 -0.78 0.24 -0.17
H 4.81159 -1.79380 -3.63946 0.08 -0.26 -0.07 0.06
H 3.05521 -1.65054 -3.62796 -0.16 -0.03 -0.03 0.05
H 4.05876 -0.46933 -4.49784 -0.13 -0.11 -0.02 0.06
H 3.96460 -0.94940 -1.50245 0.24 0.30 0.20 0.06
H 3.37889 0.53749 -2.19673 -0.01 -0.02 -0.32 0.06
H 5.11390 0.18358 -2.24913 0.09 0.07 0.05 0.06

---

Record 7
27
Properties=species:S:1:pos:R:3:forces:R:3:lowdin_charge:R:1 method="wB97M-V/def2-TZVPD" relative_energy_ev=2.497 total_charge=0 e_homo_ev=-7.8887 largest_force_ev_per_a=4.9 smiles=Cc1c[nH]c2ccccc12.CC mol_weight_da=161.248 e_lumo_ev=0.915 orbital_gap_ev=8.80
C -1.67807 0.46559 -3.38381 1.89 -0.20 -3.35 -0.13
C -1.01446 -0.78376 -4.05179 0.14 1.36 3.74 -0.13
H -2.59018 0.79155 -3.83297 -0.55 0.15 -0.74 0.06
H -1.92189 0.17578 -2.44001 -0.62 -0.32 2.60 -0.02
H -0.93232 1.29740 -3.44684 -0.77 -0.53 0.44 0.09
H -0.79649 -0.75186 -5.02867 1.11 0.86 -3.63 0.02
H -1.52498 -1.67109 -3.97478 -2.27 -1.93 0.40 0.03
H -0.14488 -1.08444 -3.46754 0.56 0.57 -0.17 0.07
C 1.80762 0.42742 3.90137 -1.46 -1.09 2.65 -0.08
C 0.54370 -0.00306 1.65595 0.57 -2.19 3.01 -0.15
C 1.24674 0.87173 2.57451 -0.17 -0.63 1.39 -0.26
C 0.18438 0.77297 0.59823 -0.69 -2.10 -2.56 -0.19
C 1.34582 2.09753 2.00299 0.10 1.19 0.71 -0.06
C -0.43195 -2.03277 0.70099 1.28 -2.74 3.80 -0.14
C -0.82549 -1.31647 -0.39344 0.70 0.98 -2.16 -0.13
C 0.25426 -1.45450 1.79008 -0.86 2.03 -1.03 0.01
C -0.40600 -0.00371 -0.50354 -0.64 3.81 -0.21 -0.01
N 0.63420 2.07972 0.80392 -0.19 -1.81 0.60 0.07
H -0.55097 -3.16337 0.84359 -0.36 1.74 -0.70 0.12
H -1.26830 -1.80682 -1.29355 0.26 0.47 0.98 0.11
H 0.40318 -2.01337 2.75645 0.20 0.74 -1.35 0.11
H -0.67617 0.63415 -1.39281 0.55 -1.18 1.18 0.08
H 1.96873 1.21158 4.68547 0.67 -0.21 -1.31 0.07
H 2.62541 -0.22965 3.68411 1.17 0.16 0.25 0.05
H 1.81719 3.05034 2.43633 -0.92 -1.67 -0.96 0.15
H 0.70471 2.74714 0.09896 0.09 1.09 -1.09 0.12
H 1.22620 -0.30801 4.67679 0.18 1.44 -2.51 0.12

---

Record 8
27
Properties=species:S:1:pos:R:3:forces:R:3:lowdin_spin:R:1 method="wB97M-V/def2-TZVPD" spin_multiplicity=2 relative_energy_ev=0.468 total_charge=+1 e_homo_ev="-13.0138 / -13.6266" largest_force_ev_per_a=2.1 mol_weight_da=161.248 e_lumo_ev="-3.736 / -6.959" orbital_gap_ev="9.28 / 6.67"
C 3.05462 -0.44998 0.40614 0.50 -0.31 0.52 0.03
C -0.18242 1.02137 1.41621 -0.57 -1.18 -0.04 0.06
C 0.57874 -0.11589 1.03266 -0.38 0.40 -0.06 0.02
C 1.87610 0.33327 0.82016 0.56 -0.19 -0.54 0.20
C 1.85083 1.73707 1.01758 0.12 0.57 0.14 0.23
C -1.41615 0.85378 1.96288 -1.21 1.43 -0.07 0.03
C -1.97004 -0.41856 1.99860 0.56 -1.73 0.03 0.16
C -0.01655 -1.40752 0.99084 2.01 0.22 0.50 0.12
C -1.24530 -1.55190 1.53992 -1.37 -0.04 -0.39 -0.01
N 0.62220 2.14884 1.31736 0.97 0.19 -0.29 0.11
H 0.40764 3.11379 1.11148 -0.69 0.01 0.63 0.00
H -1.98430 1.73092 2.28451 0.10 -0.39 0.09 0.00
H 2.62958 2.49016 1.00464 0.19 -0.36 -0.38 0.01
H -2.92815 -0.67880 2.43421 -0.09 0.70 -0.03 0.01
H 0.64377 -2.23145 0.69119 -0.67 0.15 -0.05 0.00
H 2.95822 -0.87803 -0.59078 -0.13 0.10 -0.09 0.01
H 3.20797 -1.28315 1.09495 -0.11 -0.13 -0.03 0.01
H -1.73423 -2.52781 1.51088 0.15 0.33 0.28 0.00
H 3.96920 0.12924 0.46330 0.06 0.20 -0.20 0.00
C -1.11672 -0.89402 -2.41231 0.50 0.79 0.52 0.00
C -1.48995 0.36368 -3.21922 0.03 -0.37 -0.21 0.00
H -0.05413 -1.13074 -2.55477 -0.34 -0.43 -0.39 0.00
H -1.12950 -0.66348 -1.34193 -0.48 -0.06 -0.01 0.00
H -1.78974 -1.73492 -2.58886 0.39 -0.01 -0.11 0.00
H -1.41290 1.27786 -2.63160 -0.17 -0.02 0.00 0.00
H -0.85876 0.48967 -4.08611 0.49 0.00 -0.17 0.00
H -2.47005 0.27658 -3.67195 -0.43 0.14 0.35 0.00